(1)
Entry from the OMol25 dataset: one molecule with the formula C22H29BrN2O4 (ωB97M-V with the def2-TZVPD basis set).

- 2S+1: 1
- Energy relative to the best compared isomer or geometry (same formula, charge and spin): 20.1 kJ/mol
- Kohn-Sham gap: 8.83 eV
- Structure (SMILES): CC[C@H](CO)NCc1cc(OC)c(OCC(=O)NCCc2ccccc2)cc1Br

Geometry (Å):
C  -5.27  -0.14  -1.42
C  -5.08  -0.39  0.07
C  -3.73  -1.07  0.40
C  -3.93  -2.56  0.76
O  -4.43  -3.32  -0.30
N  -2.99  -0.45  1.48
C  -2.38  0.82  1.15
C  -1.28  0.62  0.14
C  -0.40  -0.44  0.33
C  0.64  -0.72  -0.54
O  1.52  -1.74  -0.36
C  1.42  -2.54  0.79
C  0.82  0.11  -1.67
O  1.79  0.00  -2.63
C  2.58  -1.16  -2.75
C  3.65  -1.33  -1.66
O  4.19  -2.39  -1.44
N  3.95  -0.17  -1.03
C  4.77  -0.13  0.16
C  4.81  1.30  0.71
C  3.42  1.82  0.95
C  2.86  2.76  0.09
C  1.57  3.23  0.31
C  0.83  2.76  1.38
C  1.38  1.81  2.22
C  2.66  1.35  2.01
C  -0.04  1.18  -1.85
C  -1.07  1.43  -0.96
Br  -2.17  2.95  -1.30
H  -4.52  0.56  -1.79
H  -5.17  -1.06  -1.99
H  -6.25  0.28  -1.62
H  -5.90  -0.99  0.45
H  -5.12  0.57  0.59
H  -3.08  -1.03  -0.49
H  -4.58  -2.63  1.64
H  -2.96  -2.99  1.01
H  -5.27  -2.95  -0.58
H  -3.59  -0.35  2.30
H  -1.96  1.24  2.07
H  -3.11  1.55  0.76
H  -0.58  -1.07  1.18
H  0.49  -3.10  0.82
H  2.26  -3.23  0.72
H  1.51  -1.94  1.70
H  3.09  -1.06  -3.71
H  1.97  -2.07  -2.77
H  3.40  0.64  -1.24
H  4.35  -0.82  0.91
H  5.77  -0.48  -0.09
H  5.33  1.94  -0.01
H  5.38  1.29  1.64
H  3.43  3.14  -0.74
H  1.15  3.97  -0.36
H  -0.16  3.14  1.55
H  0.80  1.44  3.06
H  3.09  0.62  2.68
H  0.11  1.81  -2.71

(2)
Entry from the OMol25 dataset: one molecule with the formula C2H5N3O in a non-equilibrium geometry (ωB97M-V with the def2-TZVPD basis set).

- 2S+1: 1
- Energy relative to the best compared isomer or geometry (same formula, charge and spin): 92.9 kJ/mol
- Kohn-Sham gap: 10.48 eV
- Structure (SMILES): [H]/N=C\NC(N)=O

Geometry (Å):
H  -2.64  -1.23  0.15
N  -2.62  -0.23  -0.04
C  -1.46  0.39  -0.11
N  -0.31  -0.36  0.19
C  0.95  0.13  -0.05
N  1.98  -0.88  0.00
O  1.20  1.34  0.05
H  -1.47  1.45  -0.09
H  -0.52  -1.38  0.01
H  2.93  -0.54  -0.32
H  1.80  -1.84  -0.19

(3)
Entry from the OMol25 dataset: C2H6ClO2Zn2 as an isolated structure in a non-equilibrium geometry (ωB97M-V with the def2-TZVPD basis set).

- 2S+1: 1
- Energy relative to the best compared isomer or geometry (same formula, charge and spin): 425.5 kJ/mol
- Kohn-Sham gap: 2.86 eV
- Charge: +3

Geometry (Å):
Zn  -2.05  -1.71  -4.61
Zn  -1.42  2.17  -2.80
Cl  -1.17  -0.20  -2.98
C  0.88  0.55  1.42
C  0.03  -0.77  1.24
O  -1.16  -0.58  0.61
O  1.38  0.90  0.19
H  1.70  0.31  2.10
H  0.21  1.30  1.86
H  -0.12  -1.13  2.27
H  0.66  -1.50  0.73
H  -1.12  -0.78  -0.34
H  2.18  1.44  0.31

(4)
Entry from the OMol25 dataset: an isolated ion of composition C4H7FN3 and charge +1 in a non-equilibrium geometry (ωB97M-V with the def2-TZVPD basis set).

- 2S+1: 3
- Energy relative to the best compared isomer or geometry (same formula, charge and spin): 89.9 kJ/mol
- Kohn-Sham gap (alpha / beta): 7.96 / 7.64 eV
- Charge: +1
- Expectation value of S²: 2.006

Geometry (Å):
C  0.47  -0.55  -0.04
C  1.87  -0.19  0.04
C  -0.24  -1.73  -0.46
C  -1.52  0.91  0.18
N  1.97  1.11  0.27
N  0.75  1.58  0.19
N  -0.15  0.55  0.12
F  2.92  -0.98  0.05
H  -1.26  -1.74  -0.23
H  0.00  -1.98  -1.49
H  0.26  -2.43  0.25
H  -1.69  1.66  -0.50
H  -2.15  0.09  -0.11
H  -1.76  1.23  1.19
H  0.53  2.46  0.53

(5)
Entry from the OMol25 dataset: C59H67AsIMnN3OP as an isolated structure in a non-equilibrium geometry (ωB97M-V with the def2-TZVPD basis set).

- 2S+1: 6
- Kohn-Sham gap (alpha / beta): 6.47 / 5.68 eV
- Charge: +1
- Expectation value of S²: 8.781

Geometry (Å):
Mn  0.79  1.03  0.30
C  0.24  2.40  6.57
C  0.68  2.62  5.11
C  1.91  3.54  5.09
C  -0.38  3.23  4.22
C  -1.21  4.14  4.84
C  -2.18  4.83  4.16
C  -2.27  4.63  2.80
C  -1.44  3.77  2.10
C  -1.89  3.72  0.64
C  -2.98  2.65  0.50
C  -0.87  3.60  -0.47
C  -0.46  3.02  2.81
N  0.54  2.25  2.18
C  0.99  1.08  2.58
C  2.46  0.69  2.55
C  3.19  0.80  3.73
C  4.52  0.42  3.80
C  5.15  -0.11  2.69
C  4.44  -0.29  1.53
C  3.08  0.08  1.43
N  2.36  -0.21  0.31
C  2.92  -1.14  -0.59
C  2.83  -2.52  -0.35
C  3.34  -3.39  -1.31
C  3.97  -2.95  -2.45
C  4.09  -1.59  -2.66
C  3.59  -0.68  -1.75
C  3.86  0.78  -1.97
C  3.16  1.30  -3.23
C  5.36  1.05  -2.06
C  2.30  -3.23  0.89
C  3.48  -3.76  1.70
C  1.35  -2.47  1.83
H  0.93  1.73  7.06
H  -0.75  1.95  6.61
H  0.23  3.33  7.13
H  0.94  1.64  4.73
H  1.60  4.55  5.34
H  2.38  3.55  4.11
H  2.65  3.22  5.82
H  -1.10  4.32  5.90
H  -2.86  5.50  4.67
H  -3.03  5.18  2.27
H  -2.38  4.69  0.47
H  -2.52  1.67  0.43
H  -3.56  2.82  -0.41
H  -3.66  2.67  1.35
H  -0.46  2.58  -0.53
H  -0.07  4.32  -0.33
H  -1.35  3.81  -1.43
H  0.39  0.45  3.26
H  2.73  1.17  4.63
H  5.05  0.53  4.74
H  6.18  -0.42  2.74
H  4.90  -0.74  0.66
H  3.26  -4.46  -1.14
H  4.36  -3.66  -3.17
H  4.61  -1.23  -3.54
H  3.48  1.33  -1.11
H  3.40  0.67  -4.08
H  3.47  2.31  -3.45
H  2.08  1.30  -3.09
H  5.79  0.58  -2.95
H  5.88  0.66  -1.19
H  5.56  2.12  -2.12
H  1.74  -4.09  0.51
H  4.10  -2.95  2.07
H  4.11  -4.41  1.09
H  3.12  -4.34  2.55
H  1.91  -1.84  2.52
H  0.79  -3.19  2.42
H  0.64  -1.86  1.27
C  -2.52  -0.69  -1.81
C  -3.75  0.15  -1.59
As  -5.26  -0.44  -2.79
C  -5.58  -2.25  -2.11
C  -6.20  -3.16  -2.96
C  -6.48  -4.45  -2.53
C  -6.16  -4.83  -1.24
C  -5.58  -3.92  -0.38
C  -5.30  -2.64  -0.81
C  -4.08  -0.88  -4.30
C  -3.55  -2.14  -4.55
C  -2.63  -2.34  -5.57
C  -2.23  -1.27  -6.35
C  -2.77  -0.01  -6.14
C  -3.69  0.18  -5.12
P  -1.05  -0.51  -0.65
C  -1.80  -1.29  0.82
C  -1.85  -0.49  1.96
C  -2.44  -0.92  3.12
C  -2.99  -2.19  3.17
C  -2.96  -3.00  2.05
C  -2.39  -2.55  0.87
C  -0.12  -1.72  -1.67
C  0.43  -1.12  -2.80
C  0.98  -1.88  -3.81
C  0.99  -3.26  -3.69
C  0.48  -3.86  -2.55
C  -0.07  -3.10  -1.54
H  -2.13  -0.53  -2.81
H  -2.78  -1.75  -1.72
H  -3.55  1.19  -1.85
H  -4.10  0.11  -0.56
H  -6.47  -2.86  -3.96
H  -6.96  -5.15  -3.20
H  -6.36  -5.84  -0.91
H  -5.35  -4.20  0.64
H  -4.87  -1.93  -0.11
H  -3.85  -2.98  -3.94
H  -2.23  -3.32  -5.75
H  -1.51  -1.42  -7.14
H  -2.48  0.82  -6.76
H  -4.12  1.16  -4.95
H  -1.43  0.51  1.90
H  -2.48  -0.28  3.99
H  -3.44  -2.55  4.09
H  -3.40  -3.98  2.08
H  -2.42  -3.18  -0.01
H  0.41  -0.04  -2.87
H  1.38  -1.41  -4.69
H  1.39  -3.87  -4.49
H  0.50  -4.94  -2.45
H  -0.45  -3.58  -0.65
N  2.58  4.20  0.88
C  2.39  3.81  -0.38
O  1.89  2.72  -0.66
C  2.81  4.70  -1.53
I  3.10  6.78  -1.07
H  2.21  3.61  1.62
H  2.98  5.10  1.12
H  2.06  4.63  -2.31
H  3.76  4.33  -1.92

(6)
Entry from the OMol25 dataset: C43H32Cl6GeN4Sc as an isolated structure in a non-equilibrium geometry (ωB97M-V with the def2-TZVPD basis set).

- 2S+1: 1
- Energy relative to the best compared isomer or geometry (same formula, charge and spin): 596.9 kJ/mol
- Kohn-Sham gap (alpha / beta): 5.21 / 3.95 eV
- Charge: -1

Geometry (Å):
Sc  0.23  0.04  -0.21
C  2.55  5.04  -1.93
C  1.60  4.25  -2.60
C  1.63  2.86  -2.33
C  2.45  2.25  -1.45
C  3.47  3.06  -0.84
C  3.48  4.41  -1.10
N  2.18  0.96  -0.98
C  3.28  0.24  -0.59
C  4.52  0.30  -1.24
C  5.60  -0.48  -0.75
C  5.49  -1.27  0.41
C  4.19  -1.45  0.99
C  3.08  -0.75  0.43
N  1.82  -1.06  0.83
N  1.72  -2.08  1.66
C  0.43  -2.43  1.78
C  0.15  -3.70  2.48
C  -1.12  -4.15  2.48
C  -2.13  -3.41  1.72
C  -1.80  -2.19  1.21
N  -0.53  -1.67  1.20
H  2.48  6.15  -2.06
H  0.77  4.64  -3.20
H  0.89  2.29  -2.88
H  4.17  2.69  -0.01
H  4.20  5.06  -0.59
H  4.81  0.92  -2.10
H  6.51  -0.41  -1.25
H  6.33  -1.79  0.79
H  4.12  -1.99  1.88
H  1.00  -4.13  2.93
H  -1.34  -5.19  2.79
H  -3.06  -3.89  1.51
H  -2.58  -1.51  0.80
Cl  0.62  -2.22  -2.23
C  -0.50  -1.06  -2.86
C  -0.96  -0.02  -2.06
C  -1.62  1.05  -2.58
Cl  -2.31  2.38  -1.47
C  -1.73  1.27  -3.98
Cl  -2.48  2.76  -4.40
C  -1.34  0.22  -4.80
Cl  -1.53  0.34  -6.52
C  -0.82  -0.99  -4.25
Cl  -0.56  -2.37  -5.30
C  -1.85  1.47  0.09
H  -2.14  0.44  -0.15
H  -2.55  1.77  0.89
Cl  -1.70  -6.32  -3.42
C  -2.90  -5.18  -3.91
C  -2.92  -4.82  -5.26
C  -3.80  -3.79  -5.60
C  -4.75  -3.35  -4.68
C  -4.89  -3.90  -3.43
C  -3.85  -4.79  -2.95
C  -3.71  -4.96  -1.57
H  -2.23  -5.16  -6.06
H  -3.83  -3.36  -6.58
H  -5.41  -2.50  -4.96
H  -5.70  -3.68  -2.74
H  -2.77  -5.35  -1.21
H  -4.37  -4.47  -0.89
Ge  0.10  2.01  1.86
C  -1.32  2.53  3.13
C  -1.85  3.84  3.16
C  -2.91  4.14  3.99
C  -3.62  3.09  4.57
C  -3.10  1.84  4.63
C  -1.94  1.53  3.85
C  1.54  1.68  3.17
C  2.72  2.33  2.81
C  3.78  2.41  3.73
C  3.66  1.72  4.93
C  2.49  0.96  5.22
C  1.51  0.82  4.21
H  0.36  3.38  1.31
H  -1.30  4.66  2.73
H  -3.27  5.22  4.15
H  -4.62  3.21  4.98
H  -3.54  1.05  5.22
H  -1.72  0.43  3.77
H  2.68  2.99  1.93
H  4.65  3.10  3.59
H  4.45  1.64  5.68
H  2.50  0.30  6.05
H  0.75  0.10  4.43

(7)
Entry from the OMol25 dataset: one molecule with the formula C5H8FNO in a non-equilibrium geometry (ωB97M-V with the def2-TZVPD basis set).

- 2S+1: 1
- Energy relative to the best compared isomer or geometry (same formula, charge and spin): 69.0 kJ/mol
- Kohn-Sham gap: 10.58 eV
- Structure (SMILES): C=C[C@@](C)(F)C(N)=O

Geometry (Å):
C  0.59  -0.73  -2.31
C  -0.32  -0.27  -1.46
C  -0.04  0.47  -0.17
C  1.34  1.09  -0.06
F  -0.98  1.49  -0.10
C  -0.28  -0.41  1.09
N  0.17  -1.69  0.97
O  -0.76  0.05  2.09
H  1.66  -0.54  -2.14
H  0.31  -1.24  -3.20
H  -1.38  -0.42  -1.66
H  2.13  0.31  -0.02
H  1.39  1.67  0.89
H  1.52  1.75  -0.92
H  0.33  -2.10  0.04
H  0.01  -2.30  1.74

(8)
Entry from the OMol25 dataset: C14H5CoF6N6O11S2Se as an isolated structure in a non-equilibrium geometry (ωB97M-V with the def2-TZVPD basis set).

- 2S+1: 1
- Kohn-Sham gap (alpha / beta): 6.75 / 6.78 eV

Geometry (Å):
Co  -0.06  0.18  -0.78
F  5.27  -0.19  -0.66
C  4.50  0.85  -0.40
F  5.15  1.97  -0.69
F  4.18  0.85  0.89
S  2.96  0.73  -1.45
O  1.96  0.16  -0.53
O  3.33  -0.08  -2.57
N  2.62  2.20  -1.88
S  1.38  3.00  -1.31
O  1.14  4.17  -2.08
O  0.22  2.13  -1.12
C  1.94  3.59  0.35
F  2.13  2.56  1.15
F  1.04  4.42  0.84
F  3.10  4.23  0.18
O  -3.22  -1.75  -0.88
C  -2.55  -0.85  -0.43
O  -1.76  -0.13  -1.22
C  -2.62  -0.43  1.00
C  -3.79  -0.67  1.68
C  -3.91  -0.24  2.98
C  -2.88  0.43  3.61
C  -1.71  0.67  2.92
C  -1.51  0.22  1.60
O  -0.34  0.30  1.00
N  -0.68  1.40  3.68
O  0.22  1.93  3.05
O  -0.87  1.57  4.86
N  -5.15  -0.48  3.72
O  -5.24  -0.02  4.84
O  -6.06  -1.02  3.12
H  -4.60  -1.19  1.19
H  -2.98  0.77  4.63
Se  0.76  -0.05  -4.58
N  1.09  -1.76  -4.77
C  0.90  -2.35  -3.60
C  1.07  -3.72  -3.23
C  0.84  -4.04  -1.93
C  0.45  -3.06  -0.96
N  0.27  -1.81  -1.28
C  0.47  -1.47  -2.58
N  0.32  -0.20  -2.87
H  1.38  -4.45  -3.96
H  0.96  -5.06  -1.59
H  0.30  -3.33  0.07

(9)
Entry from the OMol25 dataset: a 2-piece molecular cluster, C22H25 overall in a non-equilibrium geometry (ωB97M-V with the def2-TZVPD basis set).

- 2S+1: 1
- Energy relative to the best compared isomer or geometry (same formula, charge and spin): 0.0 kJ/mol
- Kohn-Sham gap: 4.55 eV
- Charge: +1

Geometry (Å):
C  2.95  1.82  -0.75
C  3.38  0.39  -0.75
C  2.45  -0.67  -0.74
C  1.02  -0.31  -0.72
C  -0.06  -1.09  -0.72
C  2.94  -1.99  -0.75
C  2.08  -3.21  -0.75
C  4.31  -2.21  -0.75
C  5.23  -1.17  -0.75
C  6.69  -1.46  -0.75
C  4.74  0.12  -0.75
H  3.82  2.47  -0.75
H  2.36  2.06  -1.63
H  2.37  2.06  0.14
H  0.83  0.75  -0.70
H  -1.04  -0.67  -0.69
H  -0.02  -2.16  -0.75
H  2.70  -4.11  -0.75
H  1.45  -3.25  0.15
H  1.45  -3.25  -1.64
H  4.69  -3.22  -0.75
H  7.28  -0.54  -0.75
H  6.97  -2.04  0.13
H  6.97  -2.04  -1.63
H  5.43  0.94  -0.75
C  -3.42  2.83  0.01
C  -2.73  3.04  -1.36
C  -2.73  1.68  -1.99
C  -3.27  0.76  -1.14
C  -3.64  1.34  0.10
C  -4.01  0.64  1.29
C  -4.32  -0.74  1.29
C  -4.56  -1.40  2.47
C  -4.50  -0.73  3.68
C  -4.23  0.63  3.70
C  -4.00  1.31  2.53
H  -2.81  3.19  0.85
H  -4.39  3.35  0.06
H  -3.27  3.76  -1.99
H  -1.70  3.42  -1.24
H  -2.28  1.45  -2.94
H  -3.35  -0.29  -1.36
H  -4.38  -1.26  0.35
H  -4.80  -2.45  2.46
H  -4.67  -1.26  4.60
H  -4.17  1.15  4.65
H  -3.77  2.36  2.56

(10)
Entry from the OMol25 dataset: a 2-piece molecular cluster, C6H12 overall in a non-equilibrium geometry (ωB97M-V with the def2-TZVPD basis set).

- 2S+1: 1
- Energy relative to the best compared isomer or geometry (same formula, charge and spin): 208.0 kJ/mol
- Kohn-Sham gap: 10.56 eV
- Structure (SMILES): C=CC.C=CC

Geometry (Å):
C  -2.06  0.05  -0.17
C  -1.49  0.67  -1.18
C  -1.93  2.04  -1.60
H  -1.76  -0.92  0.22
H  -2.79  0.54  0.46
H  -0.75  0.16  -1.79
H  -1.11  2.75  -1.55
H  -2.74  2.36  -0.95
H  -2.26  2.07  -2.64
C  1.40  -0.09  1.84
C  1.78  -0.63  0.69
C  2.45  -1.96  0.59
H  0.87  0.86  1.79
H  1.38  -0.60  2.79
H  1.27  -0.27  -0.20
H  3.22  -2.00  -0.17
H  1.68  -2.70  0.31
H  2.84  -2.31  1.54

(11)
Entry from the OMol25 dataset: C19H22MnN3O3S as an isolated structure (ωB97M-V with the def2-TZVPD basis set).

- 2S+1: 6
- Energy relative to the best compared isomer or geometry (same formula, charge and spin): 0.0 kJ/mol
- Kohn-Sham gap (alpha / beta): 7.43 / 7.51 eV
- Charge: +1
- Expectation value of S²: 8.754

Geometry (Å):
Mn  0.09  -0.32  -0.05
O  0.10  -0.24  2.04
N  1.26  -0.33  2.69
C  1.20  -0.33  4.04
C  2.32  -0.42  4.81
C  3.56  -0.51  4.17
C  3.61  -0.51  2.80
C  2.44  -0.43  2.02
S  2.51  -0.43  0.30
H  0.19  -0.26  4.43
H  2.23  -0.41  5.89
H  4.47  -0.57  4.75
H  4.55  -0.58  2.27
C  -0.39  -0.64  -4.54
C  -0.50  0.68  -4.95
C  -0.44  1.69  -3.99
C  -0.27  1.35  -2.66
N  -0.18  0.07  -2.27
C  -0.23  -0.89  -3.19
C  -0.19  2.37  -1.58
C  -0.07  3.73  -1.83
C  0.01  4.61  -0.76
C  -0.03  4.11  0.53
C  -0.14  2.74  0.70
N  -0.23  1.90  -0.32
H  -0.43  -1.45  -5.25
H  -0.63  0.93  -5.99
H  -0.53  2.72  -4.30
H  -0.15  -1.91  -2.82
H  -0.02  4.10  -2.84
H  0.11  5.67  -0.94
H  0.03  4.77  1.39
H  -0.16  2.29  1.68
C  -2.90  0.19  1.05
O  -2.16  -0.76  0.27
C  -2.31  -2.09  0.76
C  -1.62  -3.01  -0.19
O  -0.28  -2.55  -0.36
C  0.66  -3.56  -0.71
H  -3.96  -0.08  1.05
H  -2.77  1.16  0.58
H  -2.51  0.21  2.07
H  -3.38  -2.35  0.82
H  -1.87  -2.15  1.76
H  -2.12  -3.03  -1.17
H  -1.61  -4.03  0.22
H  0.38  -4.03  -1.65
H  0.71  -4.31  0.08
H  1.63  -3.08  -0.81